{"formula": "C5H14NP", "method": "the ωB97M-V functional and the def2-TZVPD basis", "relative_energy_kcal_mol": 107.4, "energy_ev": -16185.7645, "homo_lumo_gap_ha": [0.3076, 0.2440], "mol_weight_g_mol": 119.148, "lumo_energy_ev": [-0.13, -0.41], "elements": ["C", "C", "C", "C", "C", "N", "P", "H", "H", "H", "H", "H", "H", "H", "H", "H", "H", "H", "H", "H", "H"], "xyz": [[-2.373, 0.385, -1.192], [2.136, -0.089, 0.404], [-1.337, 0.190, 1.433], [1.525, 1.234, 0.571], [0.355, 1.469, -0.321], [0.001, -2.946, -1.118], [-0.862, 0.038, -0.409], [-2.607, 0.291, -2.234], [-3.209, 0.173, -0.609], [1.367, -0.667, 0.935], [2.121, -0.411, -0.612], [3.190, -0.192, 0.720], [-0.462, 0.366, 2.020], [-1.965, 0.977, 1.513], [-2.037, -0.757, 1.697], [2.205, 2.119, 0.420], [1.195, 1.467, 1.672], [-0.257, 2.355, -0.097], [0.829, 1.567, -1.348], [0.114, -3.369, -2.021], [-0.795, -3.404, -0.685]], "lowdin_charge": [-0.251, -0.147, -0.254, -0.408, -0.399, 0.058, 0.853, -0.018, -0.039, 0.060, 0.056, 0.090, 0.000, -0.025, 0.094, 0.115, 0.124, 0.083, 0.098, -0.050, -0.041]}



{"formula": "C2H6N2", "method": "the ωB97M-V functional and the def2-TZVPD basis", "spin_multiplicity": 3, "charge": 2, "energy_ev": -5122.5172, "s_squared": 2.01, "homo_lumo_gap_ha": [0.2432, 0.2667], "mol_weight_g_mol": 58.084, "lumo_energy_ev": [-8.90, -14.31], "elements": ["C", "C", "N", "N", "H", "H", "H", "H", "H", "H"], "xyz": [[-0.411, 0.447, -0.063], [0.364, -0.455, 0.073], [-1.134, 1.556, -0.441], [1.071, -1.582, 0.423], [-1.900, 1.672, 0.385], [-1.404, 1.430, -1.437], [-0.466, 2.410, -0.627], [1.686, -1.505, 1.238], [1.900, -1.661, -0.160], [0.294, -2.313, 0.609]], "lowdin_charge": [0.041, 0.069, 0.212, 0.253, 0.280, 0.219, 0.250, 0.218, 0.200, 0.259]}



{"formula": "C3H6N2O3P", "method": "the ωB97M-V functional and the def2-TZVPD basis", "relative_energy_kcal_mol": 54.1, "charge": -1, "energy_ev": -21620.7356, "homo_lumo_gap_ha": 0.3116, "mol_weight_g_mol": 149.066, "lumo_energy_ev": 3.55, "elements": ["C", "C", "C", "N", "N", "O", "O", "O", "P", "H", "H", "H", "H", "H", "H"], "xyz": [[0.333, -1.882, 0.213], [0.641, 0.369, -0.279], [-0.908, 0.101, -0.152], [1.174, -0.954, -0.187], [-0.906, -1.339, 0.211], [3.213, 1.101, -1.000], [3.314, 0.530, 1.429], [4.097, -1.205, -0.301], [3.508, 0.143, 0.046], [1.018, 0.790, -1.139], [1.027, 0.994, 0.420], [-1.356, 0.694, 0.569], [-1.209, 0.296, -1.244], [2.124, -0.843, -0.260], [-1.802, -1.955, 0.191]], "lowdin_charge": [-0.173, -0.200, -0.135, -0.028, -0.082, -0.305, -0.309, -0.349, 0.154, 0.071, 0.064, 0.065, 0.120, -0.034, 0.141]}



{"formula": "C2H9O2S", "method": "the ωB97M-V functional and the def2-TZVPD basis", "relative_energy_kcal_mol": 6.3, "charge": -1, "energy_ev": -17151.5324, "homo_lumo_gap_ha": 0.2509, "mol_weight_g_mol": 97.159, "lumo_energy_ev": 3.96, "elements": ["C", "C", "S", "H", "H", "H", "H", "H", "H", "H", "O", "H", "H", "O"], "xyz": [[0.180, -0.632, 1.954], [0.001, -0.843, 0.468], [1.379, 0.023, -0.456], [1.221, -0.690, 2.277], [-0.425, -1.351, 2.523], [-0.091, 0.374, 2.299], [-0.957, -0.448, 0.129], [0.051, -1.894, 0.187], [-0.230, 2.049, 0.345], [-0.438, 3.305, -0.457], [-0.856, 2.774, 0.244], [0.600, -0.826, -2.593], [-0.295, -0.616, -3.820], [-0.140, -1.225, -3.099]], "lowdin_charge": [-0.262, -0.743, 0.179, 0.036, 0.049, 0.050, 0.037, 0.029, -0.058, 0.028, -0.117, -0.087, -0.001, -0.140]}